(1)
{"formula": "H12NO4", "method": "ωB97M-V/def2-TZVPD", "species": ["N", "H", "H", "H", "H", "H", "H", "O", "H", "H", "O", "H", "H", "O", "H", "H", "O"], "coordinates": [[-0.380202, -1.363677, -0.905577], [-0.208417, -0.665766, -0.156493], [-0.343646, -2.329034, -0.581197], [-1.331930, -1.259340, -1.250934], [0.331688, -1.197607, -1.632651], [0.001681, 5.395345, 2.010346], [1.095235, 5.402162, 0.968442], [0.737235, 4.860037, 1.679865], [-3.088281, -3.432000, 0.348760], [-1.924960, -3.387251, 1.289984], [-2.388041, -2.835788, 0.645327], [2.778315, -1.237876, -1.512267], [2.463795, -0.094681, -2.439787], [2.182249, -0.480662, -1.599376], [0.429736, 1.408870, 0.626995], [-0.035723, 0.385425, 1.658502], [-0.318733, 0.831850, 0.850064]], "forces_ev_per_angstrom": [[-0.09, -0.40, -0.49], [-0.26, 0.23, 0.16], [0.12, 0.09, 0.25], [-0.04, 0.28, -0.04], [-0.05, 0.04, 0.17], [0.17, -0.23, 0.04], [0.10, -0.06, 0.03], [-0.26, 0.22, -0.10], [-0.11, 0.24, -0.09], [-0.05, 0.19, 0.13], [0.28, -0.47, -0.08], [0.02, 0.12, 0.18], [-0.06, 0.21, 0.10], [0.08, -0.39, -0.40], [-0.27, 0.08, 0.12], [-0.13, 0.31, 0.24], [0.56, -0.48, -0.21]], "spin_multiplicity": 1, "homo_lumo_gap_ha": 0.3869, "charge": 1, "e_homo_ev": -13.7806, "e_above_lowest_kj_mol": 83.7}

---

(2)
{"formula": "C18H13ClN2O2S2", "method": "ωB97M-V/def2-TZVPD", "species": ["C", "H", "H", "H", "C", "C", "N", "C", "C", "C", "N", "S", "C", "C", "O", "C", "C", "C", "C", "S", "Cl", "H", "H", "H", "H", "O", "C", "C", "C", "C", "C", "C", "H", "H", "H", "H", "H", "H"], "coordinates": [[-2.634934, -3.358797, -0.372415], [-2.371817, -3.150553, 0.662085], [-3.406674, -2.660120, -0.682221], [-3.028804, -4.369725, -0.435157], [-1.411489, -3.215765, -1.273220], [-0.853737, -1.828664, -1.238068], [0.448701, -1.698224, -1.040377], [0.905848, -0.454653, -1.021894], [0.070927, 0.672448, -1.223932], [-1.282506, 0.422852, -1.374074], [-1.714278, -0.823174, -1.384802], [-2.496609, 1.721080, -1.465576], [-3.501860, 1.225247, -0.009145], [-2.801378, 1.919898, 1.136430], [-3.147796, 3.001047, 1.549736], [-1.570752, 1.269154, 1.612266], [-0.414638, 1.919698, 1.954256], [0.640552, 1.052711, 2.283623], [0.266887, -0.258893, 2.218332], [-1.385350, -0.453134, 1.747336], [1.248757, -1.615135, 2.525934], [1.631435, 1.372118, 2.548907], [-0.331652, 2.991067, 1.928436], [-3.501388, 0.139134, 0.046129], [-4.500342, 1.628153, -0.162926], [0.750750, 1.834587, -1.112534], [2.036110, 1.487514, -0.818084], [3.086852, 2.357260, -0.584364], [4.312954, 1.796576, -0.275905], [4.490940, 0.415197, -0.203334], [3.445886, -0.453915, -0.439219], [2.204698, 0.089692, -0.748276], [3.568496, -1.523615, -0.385985], [5.466173, 0.023797, 0.043026], [5.153875, 2.445982, -0.085095], [2.943798, 3.423972, -0.640589], [-1.696209, -3.440059, -2.304202], [-0.621431, -3.904749, -0.975084]], "forces_ev_per_angstrom": [[0.12, -0.07, -0.15], [-0.03, -0.02, 0.12], [-0.11, 0.03, 0.02], [-0.08, -0.08, 0.05], [-0.18, -0.10, 0.08], [0.03, -0.03, -0.02], [0.60, -0.11, 0.07], [-0.88, 0.68, -0.22], [0.07, -1.31, 0.13], [0.04, 0.59, -0.02], [-0.19, -0.10, -0.24], [-0.03, -0.08, -0.08], [0.18, 0.36, -0.27], [-0.30, -0.03, 0.02], [-0.03, 0.00, -0.02], [0.53, -0.30, 0.47], [-0.48, -0.11, -0.15], [0.10, -0.41, 0.08], [-0.49, 0.30, -0.13], [0.47, 0.44, 0.22], [0.08, -0.17, 0.06], [0.22, 0.00, 0.04], [-0.03, 0.20, -0.03], [-0.09, -0.04, -0.02], [0.02, -0.05, 0.06], [-0.21, 0.55, -0.08], [0.62, -0.86, 0.17], [-0.28, 0.14, -0.08], [-0.09, 0.03, -0.01], [0.14, -0.15, 0.04], [-0.13, 0.11, -0.02], [0.20, 0.56, -0.02], [0.04, -0.13, 0.02], [0.08, -0.03, 0.02], [0.06, 0.07, 0.01], [0.00, 0.14, 0.00], [0.05, -0.06, -0.02], [-0.02, 0.02, -0.09]], "spin_multiplicity": 1, "homo_lumo_gap_ha": 0.3129, "smiles": "CCc1nc(SCC(=O)c2ccc(Cl)s2)c2oc3ccccc3c2n1", "e_homo_ev": -8.8806, "e_above_lowest_kj_mol": 0.0}

---

(3)
{"formula": "C20H40MnP2Si", "method": "ωB97M-V/def2-TZVPD", "species": ["P", "P", "C", "C", "H", "H", "H", "H", "C", "H", "H", "H", "C", "H", "H", "H", "C", "H", "H", "H", "C", "H", "H", "H", "Mn", "C", "C", "C", "C", "C", "C", "C", "C", "C", "H", "H", "H", "H", "H", "H", "H", "H", "H", "H", "H", "H", "H", "H", "H", "C", "Si", "C", "C", "C", "C", "H", "H", "H", "H", "H", "H", "H", "H", "H"], "coordinates": [[-0.192210, -1.764261, -3.196487], [-0.115097, 1.820114, -3.226793], [-0.577572, -0.620552, -4.563538], [0.202215, 0.705508, -4.634347], [-1.667133, -0.454733, -4.570184], [-0.341720, -1.195737, -5.473391], [1.289166, 0.535990, -4.711545], [-0.099167, 1.265222, -5.532205], [-1.730252, 2.553473, -3.637252], [-2.041260, 3.252826, -2.850136], [-2.500104, 1.779358, -3.739583], [-1.646673, 3.100711, -4.584156], [1.047963, 3.202021, -3.395044], [0.733340, 3.855150, -4.215786], [2.057552, 2.823838, -3.589041], [1.057730, 3.780541, -2.462741], [-1.231239, -3.215396, -3.479589], [-1.210194, -3.872995, -2.602893], [-0.848797, -3.764748, -4.346387], [-2.263944, -2.900788, -3.666948], [1.509769, -2.279101, -3.470008], [2.185534, -1.417760, -3.558393], [1.545134, -2.842471, -4.411472], [1.859407, -2.932628, -2.660397], [-0.042696, -1.061946, 1.241126], [0.709297, 1.551332, 1.039503], [-0.627134, 1.407589, 0.786126], [-1.257399, 1.195291, -0.570828], [-1.668247, -0.211166, -1.100713], [-0.545944, -1.249098, -1.505351], [0.774962, -1.067567, -0.750308], [1.568210, 0.161447, -1.011907], [1.854416, 1.141173, 0.159597], [0.358096, -2.925613, 2.615578], [1.019200, 1.986171, 2.002074], [-1.339344, 1.640517, 1.594610], [-0.571112, 1.667259, -1.322661], [-2.192776, 1.784703, -0.608469], [-2.303414, -0.687834, -0.333420], [-2.339838, -0.073400, -1.970813], [-0.966555, -2.210240, -1.141425], [1.364020, -2.001182, -0.701234], [1.055814, 0.744285, -1.813489], [2.539515, -0.110090, -1.468064], [2.674633, 0.704360, 0.755522], [2.298881, 2.049415, -0.281909], [1.324618, -3.356632, 2.895574], [0.329490, -2.883785, 1.500771], [-0.420854, -3.628822, 2.930782], [1.451590, -0.302128, 6.750647], [-0.040222, 0.195813, 5.730472], [-1.596529, -0.327809, 6.637967], [-0.047432, 2.047862, 5.481459], [0.054921, -0.720379, 4.128935], [0.174341, -1.616602, 3.260466], [1.214269, -0.303885, 7.822129], [2.296457, 0.377236, 6.582383], [1.773005, -1.312304, 6.468477], [-1.430341, -0.347393, 7.722744], [-2.432670, 0.350278, 6.427983], [-1.891346, -1.335480, 6.318525], [0.806564, 2.371964, 4.871368], [-0.965691, 2.383907, 4.979955], [0.014777, 2.559156, 6.454122]], "forces_ev_per_angstrom": [[-0.55, 0.13, -1.42], [-0.06, -0.03, -0.64], [0.00, 0.22, -0.20], [0.14, 0.45, -0.65], [0.30, -0.02, 0.05], [-0.20, -0.02, 0.23], [-0.35, -0.02, 0.02], [0.16, -0.49, -0.14], [-0.01, 0.24, -0.37], [0.08, -0.17, -0.19], [0.11, 0.16, 0.04], [-0.23, -0.02, 0.14], [-0.03, 0.22, -0.44], [0.27, 0.05, 0.09], [-0.14, 0.12, 0.06], [0.00, -0.10, -0.22], [0.10, -0.03, -0.10], [0.03, 0.10, -0.21], [-0.20, 0.07, 0.10], [0.16, -0.08, 0.04], [0.34, -0.05, 0.28], [-0.23, -0.21, 0.12], [-0.10, 0.15, 0.18], [-0.06, 0.16, -0.26], [0.42, 1.95, -0.36], [-0.60, -0.79, 0.29], [0.15, -0.61, 0.55], [0.07, 0.26, -0.43], [0.14, 0.19, -0.56], [0.05, -0.24, 1.63], [-0.80, -0.95, 1.81], [0.65, 1.08, -0.70], [0.47, -0.18, -0.72], [0.03, -0.22, 0.72], [-0.30, -0.36, -0.30], [0.53, 0.13, -0.26], [-0.92, -0.62, 1.08], [0.40, -0.20, 0.22], [0.18, -0.02, -0.22], [0.22, 0.08, 0.42], [0.25, 0.23, -0.16], [-0.20, 0.41, -0.24], [0.33, -0.50, 0.64], [-0.20, 0.12, 0.40], [-0.42, 0.27, 0.16], [-0.04, -0.13, 0.18], [-0.07, 0.10, -0.30], [0.16, -0.49, -0.37], [0.03, 0.19, -0.20], [0.23, -0.25, -0.45], [-0.18, 1.19, 1.92], [-0.14, -0.25, -0.46], [-0.02, 0.04, -0.48], [0.29, -2.54, -3.02], [-0.30, 1.47, 2.74], [-0.04, 0.04, -0.29], [-0.15, -0.15, 0.03], [0.05, 0.12, 0.22], [0.04, 0.04, -0.29], [0.14, -0.15, 0.03], [-0.06, 0.14, 0.22], [-0.12, 0.02, 0.19], [0.18, -0.03, 0.15], [-0.01, -0.22, -0.26]], "spin_multiplicity": 4, "homo_lumo_gap_ha": [0.2166, 0.2747], "charge": 2, "e_homo_ev": [-13.1070, -13.1190]}

---

(4)
{"formula": "C4H9N", "method": "ωB97M-V/def2-TZVPD", "species": ["C", "C", "H", "H", "H", "H", "C", "C", "N", "H", "H", "H", "H", "H"], "coordinates": [[-0.139466, 1.514541, -2.575308], [0.082728, 0.389865, -1.859891], [0.522329, 1.873023, -3.325349], [-0.941014, 2.233568, -2.387763], [1.013613, -0.188225, -1.896896], [-0.620092, -0.120136, -1.189943], [1.266540, -0.729985, 1.487185], [-0.024029, -1.119198, 1.392418], [-1.087427, -0.179848, 1.369112], [1.471811, 0.316940, 1.498275], [2.067557, -1.417204, 1.741469], [-0.386350, -2.146832, 1.595650], [-0.799862, 0.791135, 1.636542], [-1.830637, -0.414667, 2.077803]], "forces_ev_per_angstrom": [[-0.22, -0.82, 1.48], [-0.11, 0.25, -0.48], [0.90, 0.07, -0.31], [-0.31, -0.76, -0.05], [-0.24, 0.34, -0.64], [-0.01, 0.96, -0.04], [-1.23, -1.24, 0.11], [0.49, 0.60, 1.81], [-0.95, 0.71, 1.27], [0.29, 0.56, -0.12], [-0.16, 0.01, -0.48], [0.53, 0.59, -0.61], [-0.01, -1.29, -0.64], [1.02, 0.01, -1.28]], "spin_multiplicity": 1, "homo_lumo_gap_ha": 0.3561, "smiles": "C=CN.C=C", "e_homo_ev": -8.5645, "e_above_lowest_kj_mol": 180.6}